No. 1
{"formula": "C33H67N5O17P", "method": "the ωB97M-V functional and the def2-TZVPD basis", "symbols": ["N", "C", "O", "N", "C", "N", "C", "C", "O", "C", "O", "N", "P", "N", "H", "H", "H", "H", "H", "H", "H", "H", "H", "H", "H", "O", "C", "O", "C", "C", "C", "H", "H", "H", "H", "H", "H", "H", "H", "O", "C", "O", "C", "C", "C", "H", "H", "H", "H", "H", "H", "H", "H", "O", "C", "O", "C", "C", "C", "H", "H", "H", "H", "H", "H", "H", "H", "O", "C", "O", "C", "C", "C", "H", "H", "H", "H", "H", "H", "H", "H", "O", "C", "O", "C", "C", "C", "H", "H", "H", "H", "H", "H", "H", "H", "O", "C", "O", "C", "C", "C", "H", "H", "H", "H", "H", "H", "H", "H", "O", "C", "O", "C", "C", "C", "H", "H", "H", "H", "H", "H", "H", "H"], "xyz": [[-2.129, 1.840, 2.227], [-2.918, 1.039, 2.296], [-3.787, 0.089, 1.967], [-3.395, -1.129, 2.548], [-4.029, -2.230, 1.936], [-5.244, -2.591, 2.446], [-6.272, -2.895, 1.406], [-6.381, -1.841, 0.273], [-6.304, -0.494, 0.746], [-6.801, 0.377, -0.214], [-6.546, 1.512, -0.211], [-3.488, -2.879, 0.944], [-1.908, -2.454, 0.232], [-1.897, -1.071, -0.516], [-2.381, -1.232, 2.614], [-5.543, -1.825, 3.054], [-6.064, -3.901, 0.980], [-7.257, -2.929, 1.919], [-5.667, -2.071, -0.552], [-7.391, -1.973, -0.182], [-7.487, -0.009, -1.011], [-3.953, -3.698, 0.539], [-0.989, -2.452, 1.323], [-1.554, -3.529, -0.614], [-1.193, -0.504, -0.032], [1.439, -2.510, 1.391], [1.794, -1.350, 1.323], [2.650, -0.979, 0.376], [2.988, 0.394, 0.085], [4.103, 0.883, 0.981], [1.356, -0.341, 2.351], [2.102, 1.032, 0.130], [3.327, 0.410, -0.950], [3.812, 0.871, 2.033], [4.391, 1.900, 0.715], [4.977, 0.236, 0.887], [2.022, -0.402, 3.220], [0.336, -0.583, 2.662], [1.331, 0.681, 1.981], [7.510, 1.797, 2.304], [8.229, 1.511, 1.385], [8.370, 2.367, 0.356], [9.335, 2.214, -0.688], [8.811, 1.319, -1.793], [8.903, 0.163, 1.316], [10.292, 1.871, -0.289], [9.508, 3.214, -1.086], [8.612, 0.310, -1.431], [9.531, 1.256, -2.610], [7.870, 1.709, -2.183], [8.210, -0.562, 0.889], [9.161, -0.143, 2.329], [9.831, 0.162, 0.748], [3.083, 0.125, 4.706], [2.507, 0.652, 5.626], [2.862, 1.883, 6.012], [2.129, 2.674, 6.956], [2.536, 2.350, 8.378], [1.455, -0.092, 6.409], [1.054, 2.576, 6.795], [2.380, 3.711, 6.736], [2.314, 1.313, 8.634], [2.014, 2.998, 9.084], [3.611, 2.486, 8.506], [1.941, -0.699, 7.173], [0.914, -0.745, 5.725], [0.712, 0.554, 6.872], [-7.997, -2.728, -2.460], [-8.294, -3.876, -2.255], [-7.400, -4.702, -1.675], [-7.710, -6.027, -1.214], [-7.591, -7.040, -2.332], [-9.615, -4.433, -2.720], [-8.687, -6.051, -0.728], [-6.975, -6.255, -0.440], [-8.301, -6.838, -3.134], [-7.772, -8.048, -1.957], [-6.593, -7.004, -2.773], [-9.529, -4.731, -3.764], [-10.366, -3.649, -2.633], [-9.973, -5.271, -2.127], [4.408, 1.554, -2.267], [3.969, 2.399, -3.009], [3.949, 3.678, -2.618], [3.631, 4.779, -3.484], [2.136, 5.008, -3.558], [3.355, 2.023, -4.333], [4.085, 4.643, -4.468], [4.109, 5.654, -3.044], [1.619, 4.146, -3.983], [1.911, 5.882, -4.171], [1.727, 5.166, -2.565], [2.313, 1.741, -4.177], [3.900, 1.170, -4.735], [3.412, 2.808, -5.084], [0.329, 6.733, -1.996], [0.397, 7.933, -1.938], [0.981, 8.615, -2.938], [0.948, 10.043, -3.063], [2.060, 10.691, -2.266], [-0.077, 8.680, -0.717], [-0.037, 10.434, -2.803], [1.093, 10.254, -4.123], [1.959, 10.491, -1.199], [2.060, 11.772, -2.416], [3.029, 10.295, -2.574], [0.717, 8.684, 0.030], [-0.945, 8.161, -0.313], [-0.394, 9.700, -0.919], [-2.099, -5.974, 0.041], [-1.757, -6.551, -0.967], [-2.559, -7.475, -1.503], [-2.345, -8.080, -2.788], [-1.412, -9.268, -2.688], [-0.397, -6.314, -1.573], [-2.006, -7.341, -3.515], [-3.324, -8.418, -3.127], [-0.422, -8.973, -2.337], [-1.303, -9.754, -3.658], [-1.799, -9.996, -1.973], [0.334, -6.943, -1.065], [-0.129, -5.268, -1.425], [-0.355, -6.495, -2.644]], "total_charge": 1}

***

No. 2
{"formula": "C33H68BBrNO6", "method": "the ωB97M-V functional and the def2-TZVPD basis", "symbols": ["C", "C", "C", "C", "C", "C", "C", "C", "C", "C", "C", "C", "C", "C", "C", "C", "C", "C", "Br", "C", "C", "C", "O", "B", "C", "C", "O", "O", "O", "C", "C", "O", "C", "C", "O", "H", "H", "H", "H", "H", "H", "H", "H", "H", "H", "H", "H", "H", "H", "H", "H", "H", "H", "H", "H", "H", "H", "H", "H", "H", "H", "H", "H", "H", "H", "H", "H", "H", "H", "H", "H", "H", "H", "H", "H", "H", "H", "H", "H", "H", "H", "H", "H", "H", "H", "H", "H", "H", "C", "C", "N", "C", "C", "C", "C", "H", "H", "H", "H", "H", "H", "H", "H", "H", "H", "H", "H", "H", "H", "H"], "xyz": [[-4.864, -4.152, -0.432], [-4.128, -5.551, 0.114], [-3.115, -5.087, 1.319], [-3.154, -6.029, 2.660], [-4.655, -6.418, 3.194], [-5.726, -5.173, 3.218], [-5.224, -3.856, 4.064], [-5.895, -2.532, 3.316], [-4.815, -1.295, 3.103], [-4.563, -0.931, 1.494], [-4.277, 0.710, 1.337], [-3.743, 1.132, -0.154], [-2.117, 1.299, -0.288], [-1.616, 0.669, -1.717], [-0.768, 1.703, -2.671], [0.565, 2.323, -1.944], [1.825, 1.285, -1.799], [1.678, 0.315, -0.449], [1.535, -1.653, -0.942], [3.012, 0.413, 0.541], [3.058, -0.833, 1.654], [3.114, 2.347, -1.793], [4.136, 1.487, -2.409], [3.600, 0.567, -3.431], [4.324, -0.920, -3.291], [5.531, -0.973, -2.177], [6.698, -0.342, -2.417], [5.295, -1.781, -0.937], [3.389, 1.029, -4.817], [4.601, 1.619, -5.405], [5.381, 0.674, -6.494], [4.600, 0.359, -7.710], [5.476, 0.080, -8.864], [6.152, -1.420, -8.856], [2.177, 0.410, -2.963], [-5.344, -4.316, -1.494], [-5.626, -3.709, 0.350], [-3.989, -3.365, -0.527], [-3.522, -5.953, -0.832], [-4.900, -6.383, 0.415], [-2.012, -5.174, 0.880], [-3.260, -3.962, 1.616], [-2.646, -5.396, 3.536], [-2.484, -7.012, 2.557], [-4.598, -6.903, 4.266], [-5.095, -7.234, 2.463], [-6.701, -5.576, 3.774], [-6.021, -4.945, 2.108], [-4.057, -3.794, 4.168], [-5.658, -3.990, 5.165], [-6.745, -2.159, 4.052], [-6.441, -2.814, 2.307], [-5.306, -0.340, 3.617], [-3.790, -1.533, 3.643], [-5.566, -1.219, 0.916], [-3.714, -1.585, 1.014], [-5.350, 1.209, 1.479], [-3.610, 1.135, 2.212], [-4.225, 2.177, -0.465], [-4.207, 0.342, -0.917], [-1.606, 0.645, 0.568], [-1.798, 2.409, -0.095], [-2.570, 0.343, -2.356], [-1.023, -0.317, -1.501], [-1.508, 2.604, -2.928], [-0.491, 1.224, -3.715], [0.234, 2.687, -0.861], [0.831, 3.326, -2.531], [0.732, 0.637, 0.203], [4.012, 0.333, -0.062], [3.035, 1.447, 1.126], [1.991, -1.232, 1.932], [3.670, -1.708, 1.152], [3.662, -0.444, 2.589], [3.343, 2.875, -0.774], [3.016, 3.253, -2.564], [4.828, -1.207, -4.332], [3.549, -1.796, -3.079], [4.637, -2.485, -1.236], [4.241, 2.588, -6.002], [5.398, 1.996, -4.636], [5.852, -0.313, -6.036], [6.318, 1.310, -6.873], [6.353, 0.849, -9.006], [4.817, 0.151, -9.846], [7.338, -1.406, -8.746], [5.732, -2.141, -8.029], [5.949, -1.891, -9.929], [-1.510, 4.761, 2.928], [-0.534, 4.978, 4.081], [0.402, 3.868, 4.281], [1.130, 3.945, 5.552], [2.079, 5.123, 5.750], [1.210, 3.482, 3.123], [2.093, 4.551, 2.487], [-2.056, 3.819, 3.043], [-2.245, 5.573, 2.905], [-1.002, 4.755, 1.959], [-1.141, 5.096, 4.988], [-0.011, 5.928, 3.929], [1.685, 3.014, 5.711], [0.390, 3.969, 6.363], [2.998, 5.002, 5.171], [2.375, 5.183, 6.803], [1.620, 6.080, 5.486], [0.535, 3.097, 2.348], [1.835, 2.619, 3.383], [1.574, 5.503, 2.355], [2.415, 4.217, 1.494], [2.999, 4.725, 3.070]], "total_charge": -1}

***

| no. | HOMO (eV) | E_LUMO (eV) |
| --- | --- | --- |
| 1 | -10.9 | -3.9 |
| 2 | -5.8 | 2.3 |